[1]
Formula: C26H76N6O12
Source: OMol25
Level of theory: wB97M-V/def2-TZVPD

Values from the calculation:
HOMO-LUMO gap: 0.3179 Ha
E_HOMO: -8.93 eV
Energy relative to the best compared isomer or geometry (same formula, charge and spin): 11.317 eV
Structure (SMILES): NC(N)=O.NC(N)=O.NC(N)=O.CC(C)O.CC(C)O.CC(C)O.CC(C)O.CC(C)O.CC(C)O.CC(C)O.CO.CO

CARTESIAN COORDINATES (ANGSTROEM)
N 0.69176 -0.22634 4.40210
C 1.73361 -0.68877 3.73511
N 1.57404 -0.90026 2.46804
O 2.95509 -0.93970 4.34078
H 0.77087 0.08130 5.37297
H -0.10226 0.12903 3.91776
H 2.22071 -1.63546 2.14112
H 0.75069 -0.74627 1.79131
N -0.66101 -2.42217 -0.18297
C -0.42212 -1.16486 -0.11902
N -0.67271 -0.60567 1.03886
O -0.04029 -0.46030 -1.22786
H -0.54479 -2.89307 -1.11416
H -0.81624 -3.06174 0.63364
H -0.62931 0.39238 1.05723
H -1.09742 -1.07428 1.81560
N -1.27912 -1.91950 -3.15943
C -0.83236 -3.13098 -3.27989
N 0.21780 -3.34016 -2.48081
O -1.41621 -4.03872 -4.16440
H -2.17326 -1.59118 -3.63102
H -0.77042 -1.26427 -2.56820
H 0.62120 -4.22630 -2.72469
H 0.85488 -2.68111 -2.05924
C 1.51553 -5.30823 -0.09966
C 0.42664 -6.35407 0.08711
C -0.60942 -6.05516 -0.93908
O 0.92263 -7.53969 0.02904
H 2.05251 -5.21560 0.79879
H 1.08841 -4.34643 -0.35564
H 2.23117 -5.54641 -0.87688
H -0.06290 -6.29036 1.06888
H -1.02649 -5.09331 -0.65007
H -1.37204 -6.82306 -0.94798
H -0.14571 -5.96136 -1.92237
H 1.64933 -7.68617 0.63185
C -1.46075 3.26536 -0.00439
C -0.69766 4.58659 -0.21870
C 0.65278 4.41517 -0.90362
O -1.29209 5.37582 -0.94693
H -2.22610 3.56799 0.68482
H -0.85119 2.51917 0.45942
H -1.80586 2.85320 -0.99424
H -0.50385 5.04561 0.77067
H 0.48701 3.79512 -1.81930
H 1.29375 3.87963 -0.22374
H 1.19460 5.32709 -1.21529
H -1.09714 6.27832 -0.69074
C 2.19866 1.32858 -0.77876
C 3.56603 1.89795 -1.06002
C 3.80135 3.26353 -0.54733
O 4.41548 1.18652 -0.46392
H 1.43228 1.76992 -1.29644
H 1.92893 1.37912 0.23931
H 2.31035 0.30328 -0.95552
H 3.88746 1.92765 -2.08675
H 3.39160 4.03703 -1.19394
H 4.85180 3.50286 -0.42194
H 3.39484 3.40955 0.44515
H 4.14022 1.10267 0.44101
C -0.68997 1.94757 -3.53309
C -1.86543 1.15288 -3.94601
C -2.75198 0.98312 -2.76983
O -2.44411 1.61760 -4.93610
H -0.02523 1.36918 -2.86128
H -0.94766 2.87803 -3.02006
H -0.06068 2.19056 -4.41482
H -1.45677 0.20310 -4.31704
H -3.21816 1.93485 -2.35603
H -2.17001 0.56645 -1.94091
H -3.57111 0.34820 -2.92940
H -3.40176 1.59787 -4.77037
C -3.64053 1.68398 4.05393
C -2.40719 0.83020 4.04052
C -2.62192 -0.62695 3.90575
O -1.56451 1.00570 3.10065
H -4.19684 1.81699 4.98316
H -4.33931 1.38844 3.30697
H -3.27574 2.67687 3.76255
H -1.83819 0.94252 4.97622
H -3.00063 -0.91859 2.96063
H -3.37382 -0.93054 4.65460
H -1.78671 -1.26533 3.91206
H -1.35922 1.97724 3.04973
C 0.36516 3.15759 5.23689
C 0.34167 3.62442 3.77517
C 1.20516 2.90138 2.85405
O -0.77225 3.53850 3.19724
H -0.02799 2.19317 5.34766
H -0.24075 3.79868 5.79562
H 1.35960 3.03749 5.72361
H 0.63636 4.64660 3.77445
H 1.09681 1.82594 2.91757
H 2.27467 3.05119 3.00508
H 1.08329 3.22212 1.75421
H -1.32158 4.30665 3.42972
C 2.92455 1.56359 -5.07899
C 3.04162 0.17224 -4.62386
C 1.78835 -0.33751 -3.94452
O 3.36418 -0.69565 -5.46173
H 2.77405 2.12273 -4.17997
H 2.00277 1.77774 -5.58981
H 3.75751 1.84829 -5.71073
H 3.86899 0.09932 -3.91401
H 0.86920 -0.30376 -4.52450
H 1.65664 0.16855 -3.00623
H 1.93087 -1.35738 -3.53575
H 3.54624 -1.50037 -4.99834
C -3.73777 -1.84882 -0.61205
O -3.07879 -3.02438 -1.09791
H -3.31455 -1.57424 0.35734
H -4.84518 -1.91180 -0.60698
H -3.52005 -0.98698 -1.22154
H -2.12835 -2.78993 -0.92122
C 0.07077 -3.54627 2.78568
O -1.19502 -3.60277 2.13941
H 0.19408 -2.80170 3.53986
H 1.01475 -3.46064 2.12679
H 0.21099 -4.40982 3.41682
H -1.80381 -3.66354 2.89350

Results of the Mulliken charge analysis, in e, for atoms 1 through 4: 0.18 0.01 0.30 -0.82

***

[2]
Formula: C46H30F8IN2O4PS5W
Source: OMol25
Level of theory: wB97M-V/def2-TZVPD

Values from the calculation:
Charge: -1
HOMO-LUMO gap (alpha / beta): 0.1930 / 0.1865 Ha
E_HOMO (alpha / beta): -4.23 / -4.26 eV
Energy relative to the best compared isomer or geometry (same formula, charge and spin): 0.000 eV
<S²>: 3.7913
Multiplicity: 4

CARTESIAN COORDINATES (ANGSTROEM)
W -0.58101 0.34926 -0.43879
C -4.79391 1.34791 3.04700
C -3.57540 2.04145 2.49069
O -3.61312 1.88022 1.04938
P -2.52955 2.55724 0.11048
S -0.72057 2.46052 0.94018
S -2.58236 1.57857 -1.62041
O -2.92913 4.09841 -0.00223
C -3.98445 4.53367 -0.88000
C -5.36033 4.16578 -0.36626
H -4.82959 1.48600 4.12851
H -4.73597 0.27869 2.84208
H -5.71019 1.74852 2.60970
H -2.66260 1.56884 2.85866
H -3.56050 3.10810 2.73025
H -3.80587 4.11399 -1.87235
H -3.86189 5.61425 -0.93724
H -5.49053 3.08521 -0.32589
H -6.11631 4.58227 -1.03477
H -5.52019 4.57328 0.63281
S 3.17993 0.76847 4.20439
C 3.62170 0.33908 5.79688
C 3.48947 -0.99825 6.01510
C 3.02803 -1.69076 4.86553
C 2.81884 -0.86419 3.79965
C 2.36020 -1.22885 2.45564
C 1.40342 -0.42658 1.80109
N 0.98109 -0.69039 0.57342
C 1.45320 -1.79872 -0.06089
C 2.37501 -2.66454 0.52094
C 2.85445 -3.77762 -0.24806
C 2.43523 -3.98392 -1.51664
C 1.47416 -3.10912 -2.12548
C 1.05559 -3.21256 -3.46136
C 0.17190 -2.29278 -3.98183
C -0.36470 -1.32367 -3.11356
N 0.01804 -1.20129 -1.86055
C 0.96459 -2.05027 -1.37487
C -0.19956 -2.23915 -5.39768
C -0.53176 -1.12162 -6.10873
C -0.79957 -1.40265 -7.47501
C -0.66189 -2.72239 -7.77437
S -0.21040 -3.63944 -6.40258
C 2.83617 -2.34622 1.81074
H 3.92272 1.09908 6.49936
H 3.68246 -1.46746 6.96898
H 2.80997 -2.74952 4.83723
H 0.96897 0.43284 2.29519
H 3.58498 -4.43739 0.20291
H 2.82909 -4.80658 -2.10028
H 1.48342 -3.98200 -4.09445
H -1.10986 -0.61991 -3.45973
H -0.52225 -0.12892 -5.67648
H -1.07258 -0.65215 -8.20201
H -0.80544 -3.20704 -8.72622
H 3.58337 -2.97001 2.28671
F -7.33794 -5.61190 2.87310
C -7.28972 -4.31748 3.27290
F -7.21944 -4.34840 4.61861
F -8.48771 -3.78444 2.95691
C -6.14726 -3.57642 2.65567
C -6.34654 -2.80098 1.52078
C -5.27352 -2.15696 0.93159
C -3.98532 -2.28285 1.46411
C -3.80102 -3.05829 2.61561
C -4.87459 -3.70034 3.20313
C -2.88970 -1.59295 0.86728
C -2.00847 -0.89955 0.38450
H -7.33972 -2.69528 1.10536
H -5.41586 -1.53731 0.05596
H -2.81396 -3.10710 3.05677
H -4.72825 -4.28533 4.10194
F 1.19560 -0.70371 9.11044
C 0.63227 -0.72553 7.88721
C 0.19591 -1.91231 7.33007
F 0.31533 -3.05338 8.03383
C -0.33858 -1.92820 6.05617
F -0.73439 -3.12306 5.58397
C -0.47138 -0.78346 5.25816
S -1.14589 -0.81892 3.66237
C -0.01018 0.39260 5.86800
F -0.07431 1.55779 5.20144
C 0.52596 0.43147 7.13945
F 0.98238 1.58856 7.65316
I 6.10625 -2.67842 -1.18199
C 4.62842 -1.31184 -1.75678
C 4.08657 -1.38983 -3.03106
C 3.06052 -0.52318 -3.38017
C 2.56657 0.39164 -2.45935
C 3.15719 0.48665 -1.20409
C 4.19427 -0.36130 -0.84432
C 1.30680 1.17434 -2.78163
O 0.93549 1.25733 -3.94734
O 0.67003 1.58259 -1.74316
H 4.44623 -2.12882 -3.73474
H 2.60167 -0.56842 -4.36036
H 2.76990 1.21105 -0.49913
H 4.63554 -0.30180 0.14202

Results of the Mulliken charge analysis, in e, for atoms 1 through 4: 1.29 -1.06 0.09 0.02